[1]
# C6H12O

The molecule C6H12O (ωB97M-V with the def2-TZVPD basis set, OMol25).

Bonds (Å) are listed after each position.
Atoms and positions in Å:
1 C -0.221 -2.104 -0.682  C2 1.538, H8 1.095, H9 1.110, H10 1.092
2 C 1.037 -1.224 -0.601  C1 1.538, C3 1.529, H11 1.099, H12 1.098
3 C 0.768 0.266 -0.810  C2 1.529, C4 1.518, H13 1.100, H14 1.096
4 C 0.543 1.018 0.488  C3 1.518, C5 1.511, C6 1.501, H15 1.093
5 C -0.303 2.269 0.525  C4 1.511, C6 1.488, H16 1.087, H17 1.087
6 C -0.789 1.024 1.180  C4 1.501, C5 1.488, O7 1.408, H18 1.091
7 O -1.901 0.415 0.567  C6 1.408, H19 0.961
8 H -0.745 -2.188 0.277  C1 1.095
9 H -0.982 -1.705 -1.385  C1 1.110
10 H 0.018 -3.118 -1.010  C1 1.092
11 H 1.742 -1.603 -1.354  C2 1.099
12 H 1.532 -1.358 0.370  C2 1.098
13 H -0.086 0.352 -1.498  C3 1.100
14 H 1.643 0.710 -1.299  C3 1.096
15 H 1.399 1.026 1.168  C4 1.093
16 H -0.826 2.537 -0.390  C5 1.087
17 H 0.005 3.106 1.146  C5 1.087
18 H -0.806 0.988 2.270  C6 1.091
19 H -2.029 -0.412 1.039  O7 0.961

The relative energy (zero: lowest compared OMol25 entry of this formula, charge and spin) is 31.5 kcal/mol. Its gap between HOMO and LUMO is 10.381 eV. The value obtained for the highest occupied orbital energy is -9.42 eV. For the lowest unoccupied orbital energy, the calculation gives 1.0 eV. As for the SMILES: CCC[C@H]1C[C@H]1O. For the calculated total energy, the calculation gives -8462.9899 eV. Its net charge is 0.

[2]
# C6H12O

A 2-piece molecular cluster, C6H12O overall (ωB97M-V with the def2-TZVPD basis set, OMol25).

Bonds (Å) are listed after each position.
Atoms and positions in Å:
1 C -1.857 0.694 -0.736  C2 1.326, H7 1.079, H8 1.087
2 C -1.889 -0.111 0.317  C1 1.326, C3 1.487, H9 1.084
3 C -0.762 -0.686 1.099  C2 1.487, C4 1.343, H10 1.087
4 C 0.446 -0.883 0.547  C3 1.343, C5 1.508, H11 1.088
5 C 1.285 -2.133 0.623  C4 1.508, C6 1.542, H12 1.090, H13 1.095
6 C 2.697 -1.967 0.026  C5 1.542, H14 1.094, H15 1.082, H16 1.092
7 H -2.689 1.248 -1.143  C1 1.079
8 H -0.876 0.976 -1.108  C1 1.087
9 H -2.825 -0.580 0.598  C2 1.084
10 H -1.131 -1.217 1.973  C3 1.087
11 H 0.921 -0.056 0.021  C4 1.088
12 H 0.698 -2.904 0.123  C5 1.090
13 H 1.428 -2.446 1.663  C5 1.095
14 H 2.939 -0.900 0.069  C6 1.094
15 H 3.409 -2.582 0.561  C6 1.082
16 H 2.675 -2.081 -1.060  C6 1.092
17 O -1.907 5.265 -1.082  H18 0.968, H19 0.969
18 H -1.085 5.606 -0.701  O17 0.968
19 H -1.478 4.758 -1.788  O17 0.969

The relative energy (zero: lowest compared OMol25 entry of this formula, charge and spin) is 67.3 kcal/mol. Its gap between HOMO and LUMO is 8.783 eV. The value obtained for the highest occupied orbital energy is -8.12 eV. For the lowest unoccupied orbital energy, the calculation gives 0.7 eV. As for the SMILES: C=C/C=C/CC.O. For the calculated total energy, the calculation gives -8461.4340 eV. Its net charge is 0.

[3]
# C6H12O

A 2-piece molecular cluster, C6H12O overall (ωB97M-V with the def2-TZVPD basis set, OMol25).

Bonds (Å) are listed after each position.
Atoms and positions in Å:
1 C 2.944 -0.024 -0.035  C2 1.532, H5 1.096, H6 1.095, H7 1.093
2 C 1.464 -0.163 -0.406  C1 1.532, C3 1.507, H8 1.097, H9 1.095
3 C 0.661 -0.191 0.868  C2 1.507, O4 1.209, H10 1.112
4 O 0.185 -1.190 1.356  C3 1.209
5 H 3.115 0.894 0.540  C1 1.096
6 H 3.264 -0.871 0.579  C1 1.095
7 H 3.574 0.014 -0.927  C1 1.093
8 H 1.146 0.691 -1.017  C2 1.097
9 H 1.276 -1.087 -0.963  C2 1.095
10 H 0.587 0.787 1.392  C3 1.112
11 C -1.562 1.412 -0.724  C12 1.331, H14 1.087, H15 1.089
12 C -2.131 0.434 -0.022  C11 1.331, C13 1.499, H16 1.091
13 C -2.316 -0.976 -0.498  C12 1.499, H17 1.096, H18 1.095, H19 1.095
14 H -1.447 2.415 -0.321  C11 1.087
15 H -1.192 1.243 -1.735  C11 1.089
16 H -2.479 0.646 0.989  C12 1.091
17 H -3.375 -1.187 -0.688  C13 1.096
18 H -1.963 -1.685 0.259  C13 1.095
19 H -1.759 -1.161 -1.423  C13 1.095

The relative energy (zero: lowest compared OMol25 entry of this formula, charge and spin) is 31.5 kcal/mol. Its gap between HOMO and LUMO is 10.646 eV. The value obtained for the highest occupied orbital energy is -9.66 eV. For the lowest unoccupied orbital energy, the calculation gives 1.0 eV. As for the SMILES: CCC=O.C=CC. For the calculated total energy, the calculation gives -8462.9874 eV. Its net charge is 0.